one.
{"formula": "C5H15N3", "method": "wB97M-V/def2-TZVPD", "symbols": ["N", "C", "N", "N", "H", "H", "H", "H", "H", "C", "C", "C", "C", "H", "H", "H", "H", "H", "H", "H", "H", "H", "H"], "xyz": [[-1.473, 0.600, 2.099], [-1.559, 1.422, 1.083], [-0.613, 2.428, 0.841], [-2.555, 1.289, 0.121], [-0.867, 1.033, 2.809], [0.288, 2.219, 1.181], [-0.612, 2.886, -0.087], [-2.238, 1.298, -0.846], [-3.077, 0.407, 0.258], [1.074, -1.753, -2.294], [1.385, -0.993, -0.993], [0.387, -1.396, 0.133], [2.836, -1.239, -0.537], [1.787, -1.537, -3.131], [1.143, -2.870, -2.111], [0.047, -1.549, -2.671], [1.239, 0.128, -1.178], [0.640, -0.868, 1.026], [0.486, -2.470, 0.397], [-0.705, -1.208, -0.128], [3.550, -0.986, -1.275], [3.031, -0.642, 0.324], [3.037, -2.301, -0.345]], "lumo_energy_ev": 0.657, "smiles": "N=C(N)N.CC(C)C", "orbital_gap_ev": 9.689}


two.
{"formula": "C5H15N3", "method": "wB97M-V/def2-TZVPD", "symbols": ["C", "N", "C", "C", "C", "N", "C", "N", "H", "H", "H", "H", "H", "H", "H", "H", "H", "H", "H", "H", "H", "H", "H"], "xyz": [[-1.870, 1.311, 0.024], [-1.364, 0.077, -0.556], [-0.748, -0.886, 0.358], [-1.559, -2.159, 0.486], [0.699, -1.246, -0.084], [1.460, -0.182, -0.712], [2.171, 0.757, 0.115], [1.600, 2.093, 0.252], [-2.956, 1.414, -0.051], [-1.406, 2.161, -0.450], [-1.625, 1.367, 1.087], [-2.038, -0.395, -1.138], [-0.671, -0.439, 1.336], [-1.433, -2.816, -0.375], [-1.240, -2.753, 1.349], [-2.604, -1.891, 0.652], [0.638, -2.083, -0.788], [1.267, -1.568, 0.791], [0.863, 0.281, -1.386], [3.187, 0.895, -0.288], [2.435, 0.370, 1.100], [1.284, 2.433, -0.645], [0.863, 2.081, 0.942]], "lumo_energy_ev": 1.030, "smiles": "CN[C@@H](C)CNCN", "orbital_gap_ev": 9.240}


Calculated relative energies: one 0.0; two 89.1, given in kJ/mol


one.
{"formula": "C5H15N3", "method": "wB97M-V/def2-TZVPD", "symbols": ["C", "C", "C", "H", "H", "H", "H", "H", "H", "H", "H", "C", "N", "N", "N", "C", "H", "H", "H", "H", "H", "H", "H"], "xyz": [[0.272, 1.198, 1.175], [-1.164, 1.205, 1.010], [1.080, 2.309, 0.538], [0.629, 0.880, 2.152], [0.529, 0.093, 0.336], [-1.612, 2.139, 0.674], [2.152, 2.109, 0.604], [0.833, 2.393, -0.523], [-1.385, 0.379, 0.110], [-1.736, 0.757, 1.822], [0.891, 3.276, 1.015], [0.340, -0.903, -0.649], [1.026, -0.319, -1.776], [0.943, -2.020, 0.045], [-1.792, -2.031, -0.203], [-1.070, -0.960, -0.781], [1.920, -1.856, 0.252], [2.018, -0.194, -1.621], [0.879, -0.826, -2.640], [0.846, -2.893, -0.465], [-1.336, -2.372, 0.635], [-2.762, -1.810, -0.023], [-1.503, -0.554, -1.688]], "lumo_energy_ev": 0.955, "orbital_gap_ev": 7.989}


two.
{"formula": "C5H15N3", "method": "wB97M-V/def2-TZVPD", "symbols": ["C", "C", "C", "N", "C", "N", "C", "N", "H", "H", "H", "H", "H", "H", "H", "H", "H", "H", "H", "H", "H", "H", "H"], "xyz": [[-0.319, -0.936, 1.486], [0.532, 0.002, 0.644], [2.127, -0.439, 0.776], [3.071, 0.581, 0.370], [0.321, -0.069, -0.847], [-1.121, 0.444, -1.240], [-2.262, -0.453, -1.239], [-1.419, 1.751, -0.742], [-1.331, -0.541, 1.603], [-0.373, -1.936, 1.046], [0.092, -1.040, 2.496], [0.465, 1.026, 1.023], [2.336, -1.373, 0.248], [2.288, -0.649, 1.838], [2.861, 1.464, 0.831], [3.018, 0.759, -0.630], [0.980, 0.622, -1.379], [0.425, -1.087, -1.236], [-1.994, -1.426, -1.666], [-2.680, -0.622, -0.241], [-3.066, -0.054, -1.874], [-1.943, 1.717, 0.136], [-2.009, 2.260, -1.405]], "lumo_energy_ev": 1.020, "smiles": "C[C@@H](CN)CN(C)N", "orbital_gap_ev": 9.080}


Calculated relative energies: one 114.4; two 0.0, given in kJ/mol


one.
{"formula": "C5H15N3", "method": "wB97M-V/def2-TZVPD", "symbols": ["C", "N", "C", "C", "H", "H", "H", "H", "H", "H", "H", "C", "C", "N", "N", "H", "H", "H", "H", "H", "H", "H", "H"], "xyz": [[0.788, -1.585, -0.914], [1.642, -1.038, -0.181], [2.401, 0.084, -0.650], [2.468, 1.164, 0.426], [0.555, -1.259, -1.933], [0.254, -2.446, -0.542], [3.416, -0.283, -0.838], [2.003, 0.492, -1.601], [3.087, 1.989, 0.084], [1.473, 1.539, 0.648], [2.891, 0.749, 1.335], [-0.983, 0.358, 1.768], [-1.684, 0.535, 0.431], [-1.815, -0.759, -0.225], [-2.580, -0.748, -1.418], [-0.040, -0.156, 1.621], [-1.598, -0.236, 2.448], [-0.800, 1.324, 2.231], [-1.090, 1.183, -0.223], [-2.671, 1.027, 0.586], [-2.245, -1.427, 0.408], [-2.024, -0.301, -2.145], [-3.447, -0.208, -1.317]], "lumo_energy_ev": 1.077, "smiles": "C=NCC.CCNN", "orbital_gap_ev": 10.094}


two.
{"formula": "C5H15N3", "method": "wB97M-V/def2-TZVPD", "symbols": ["H", "N", "C", "C", "N", "C", "N", "H", "H", "H", "H", "H", "H", "H", "H", "C", "C", "H", "H", "H", "H", "H", "H"], "xyz": [[1.149, -2.475, -0.441], [1.782, -1.677, -0.436], [1.144, -0.550, -0.378], [2.011, 0.686, -0.456], [-0.152, -0.399, -0.955], [-0.508, 0.629, -1.914], [-0.905, -1.589, -1.041], [1.535, 1.515, 0.067], [2.961, 0.467, 0.025], [2.223, 0.968, -1.487], [-0.222, 0.364, -2.940], [-0.048, 1.576, -1.644], [-1.591, 0.773, -1.878], [-1.843, -1.418, -0.691], [-0.955, -1.921, -2.004], [-0.635, -0.329, 2.093], [-1.089, 1.108, 1.980], [-1.445, -1.035, 1.931], [-0.140, -0.526, 3.039], [0.334, -0.592, 1.270], [-1.807, 1.358, 2.766], [-0.237, 1.780, 2.079], [-1.561, 1.288, 1.014]], "lumo_energy_ev": 0.819, "smiles": "[H]/N=C(/C)N(C)N.CC", "orbital_gap_ev": 9.284}


Calculated relative energies: one 0.0; two 64.2, given in kJ/mol


one.
{"formula": "C5H15N3", "method": "wB97M-V/def2-TZVPD", "symbols": ["C", "C", "C", "C", "C", "N", "N", "N", "H", "H", "H", "H", "H", "H", "H", "H", "H", "H", "H", "H", "H", "H", "H"], "xyz": [[-0.253, 0.060, 2.445], [1.168, 1.318, 0.757], [-1.475, 1.145, 0.513], [-0.870, -1.284, -2.049], [-0.107, 0.586, 1.034], [1.565, -0.959, -1.924], [0.292, -1.480, -0.007], [0.382, -1.455, -1.387], [0.739, -0.210, 2.888], [-0.864, 0.640, 3.247], [-0.708, -0.999, 2.396], [1.406, 1.930, 1.607], [0.938, 1.985, -0.069], [1.972, 0.553, 0.423], [-1.754, 2.044, 1.148], [-1.490, 1.600, -0.582], [-2.288, 0.447, 0.696], [-1.593, -1.116, -1.253], [-0.931, -0.246, -2.516], [-1.022, -1.968, -2.768], [1.772, 0.070, -2.042], [1.838, -1.326, -2.806], [1.283, -1.335, 0.251]], "lumo_energy_ev": [0.831, 0.880], "orbital_gap_ev": [7.614, 8.022]}


two.
{"formula": "C5H15N3", "method": "wB97M-V/def2-TZVPD", "symbols": ["C", "N", "C", "N", "C", "C", "C", "N", "H", "H", "H", "H", "H", "H", "H", "H", "H", "H", "H", "H", "H", "H", "H"], "xyz": [[0.107, -0.094, -1.228], [1.330, -0.414, -2.043], [-2.486, 1.929, -0.160], [-1.208, 2.532, 0.363], [0.516, -0.287, 0.195], [0.971, -1.802, 0.295], [2.004, -2.023, 1.366], [-0.408, 0.211, 1.221], [-0.828, -0.668, -1.511], [0.047, 1.002, -1.410], [1.006, -0.012, -2.901], [-2.659, 2.483, -1.053], [-2.405, 0.854, -0.381], [-0.519, 3.109, -0.107], [-3.399, 2.115, 0.603], [1.424, 0.389, 0.222], [0.048, -2.383, 0.416], [1.385, -2.019, -0.653], [2.884, -1.415, 0.955], [2.406, -2.965, 1.642], [1.704, -1.457, 2.216], [-0.640, 1.316, 0.851], [-1.279, -0.401, 1.104]], "lumo_energy_ev": -3.520, "orbital_gap_ev": 4.002}


Calculated relative energies: one 0.0; two 308.4, given in kJ/mol


one.
{"formula": "ClHIOPS", "method": "wB97M-V/def2-TZVPD", "symbols": ["O", "P", "Cl", "S", "I", "H"], "xyz": [[1.107, -0.960, -1.765], [2.579, -1.085, -1.885], [3.274, 0.088, -0.439], [-3.087, 0.481, 1.687], [-1.216, 1.899, 1.530], [-2.658, -0.424, 0.872]], "lumo_energy_ev": -1.105, "smiles": "O=PCl.SI", "orbital_gap_ev": 7.772}


two.
{"formula": "ClHIOPS", "method": "wB97M-V/def2-TZVPD", "symbols": ["O", "P", "S", "Cl", "I", "H"], "xyz": [[0.230, -0.073, 0.672], [-0.835, -1.013, 1.392], [-2.173, -1.544, 0.111], [0.240, -2.495, 2.224], [-1.341, 0.443, 3.358], [1.052, -0.488, 0.319]], "lumo_energy_ev": -1.025, "smiles": "O[P@@](=S)(Cl)I", "orbital_gap_ev": 8.514}


Calculated relative energies: one 139.4; two 0.0, given in kJ/mol


one.
{"formula": "C3H10N4O", "method": "wB97M-V/def2-TZVPD", "symbols": ["C", "C", "C", "H", "H", "H", "H", "H", "H", "H", "H", "H", "H", "N", "N", "N", "N", "O"], "xyz": [[1.941, 0.418, 0.661], [1.457, -1.640, -0.460], [-0.289, -0.068, 0.051], [2.882, 0.660, -0.048], [2.365, -0.122, 1.565], [1.353, 1.338, 1.172], [2.188, -2.063, 0.647], [0.275, -2.250, -0.646], [2.220, -1.557, -1.585], [-1.705, 1.213, -0.140], [0.319, 1.599, -1.199], [-2.700, -0.622, 1.087], [-3.167, -1.236, -0.387], [1.068, -0.281, -0.087], [-0.733, 1.163, 0.286], [-1.115, -1.102, -0.010], [-2.382, -0.667, 0.172], [-0.069, 2.123, -0.564]], "lumo_energy_ev": 0.879, "orbital_gap_ev": 9.087}


two.
{"formula": "C3H10N4O", "method": "wB97M-V/def2-TZVPD", "symbols": ["H", "N", "C", "C", "O", "H", "H", "H", "H", "N", "C", "N", "N", "H", "H", "H", "H", "H"], "xyz": [[1.605, 2.120, 0.908], [0.798, 1.864, 1.487], [-0.065, 1.314, 0.706], [-1.445, 0.984, 1.181], [0.030, 1.632, -0.677], [-2.088, 0.663, 0.359], [-1.388, 0.176, 1.915], [-1.889, 1.858, 1.665], [-0.731, 1.289, -1.184], [0.425, -1.846, 0.930], [0.613, -1.053, -0.172], [-0.155, -1.198, -1.243], [0.359, -0.718, -2.376], [1.135, -1.818, 1.651], [-0.057, -2.726, 0.798], [1.637, -0.650, -0.269], [-0.153, -1.051, -3.194], [1.369, -0.841, -2.483]], "lumo_energy_ev": 0.995, "smiles": "[H]/N=C(/C)O.N/C=N/N", "orbital_gap_ev": 8.722}


Calculated relative energies: one 470.7; two 0.0, given in kJ/mol